(1)
The following is a DFT calculation (ωB97M-V with the def2-TZVPD basis set) of a cluster of 2 separate species, C3H4ClNO2 in total at a distorted geometry.

Results
Maximum force   4.656 eV Å⁻¹
HOMO level (alpha / beta)   -9.6 / -9.6 eV
Net charge   0
Energy   -21273.716 eV
Multiplicity   1

Structure (XYZ):
```
11
C3H4ClNO2 (ωB97M-V with the def2-TZVPD basis set)
C -0.95 -0.43 0.65
C 1.39 -0.48 -0.43
C -1.85 -1.10 1.48
N 1.71 0.63 -0.98
O 2.61 0.94 -1.78
O 0.78 1.65 -0.80
Cl -3.46 -0.40 1.75
H -1.12 0.43 -0.04
H 0.97 2.24 -1.64
H 1.50 -1.47 -0.22
H -1.57 -1.99 2.01
```

(2)
The following is a DFT calculation (ωB97M-V with the def2-TZVPD basis set) of the ion C6H11N2O with charge +1 at a distorted geometry.

Results
Maximum force   8.551 eV Å⁻¹
HOMO level (alpha / beta)   -14.1 / -14.3 eV
Structure (SMILES)   C/C=C1/N=[NH+]C(C)(C)O1
Net charge   +1
Energy   -11416.633 eV
Multiplicity   1

Structure (XYZ):
```
20
C6H11N2O (ωB97M-V with the def2-TZVPD basis set)
C -1.15 -2.69 -0.59
C -0.98 -2.17 0.71
C -0.13 -1.13 0.77
N 0.29 -0.46 1.77
N 1.05 0.74 1.23
C 0.47 1.03 -0.09
C -0.61 2.08 0.15
C 1.60 1.44 -1.11
O 0.00 -0.36 -0.43
H -0.59 -2.26 -1.41
H -2.25 -2.83 -0.87
H -0.47 -3.54 -0.45
H -1.39 -2.71 1.53
H 1.16 1.42 1.88
H -0.29 2.77 0.90
H -1.41 1.52 0.56
H -1.11 2.69 -0.60
H 2.47 0.61 -0.99
H 2.06 2.38 -0.86
H 1.27 1.47 -2.10
```

(3)
The following is a DFT calculation (ωB97M-V with the def2-TZVPD basis set) of a structure of composition C30H75F2N6O14S2Sn at a distorted geometry.

Results
Maximum force   5.589 eV Å⁻¹
HOMO level   -9.7 eV
Net charge   +1
Energy   -102855.584 eV
Multiplicity   1

Structure (XYZ):
```
130
C30H75F2N6O14S2Sn (ωB97M-V with the def2-TZVPD basis set)
Sn -2.72 -1.23 -0.80
N -1.14 0.64 0.57
S 0.19 0.34 1.33
O 0.13 -0.34 2.58
O 1.20 1.34 1.09
F 0.69 -0.84 0.34
S -1.57 1.96 1.53
O -1.18 3.23 0.99
O -1.68 1.78 2.95
F -3.12 1.89 1.09
C -1.04 2.41 -8.38
O -0.83 2.75 -7.01
C -1.98 2.54 -6.24
C -1.73 3.15 -4.86
N -0.84 2.35 -3.99
C -0.49 3.19 -2.82
C 0.54 2.40 -2.01
O 1.74 2.31 -2.74
C 2.77 1.64 -2.02
H -1.64 3.22 -8.82
H -1.58 1.47 -8.50
H -0.09 2.35 -8.90
H -2.26 1.49 -6.13
H -2.88 3.06 -6.59
H -2.66 3.52 -4.42
H -1.06 3.99 -5.13
H 0.01 2.25 -4.53
H -1.37 3.39 -2.22
H 0.04 4.09 -3.14
H 0.07 1.46 -1.70
H 0.78 3.02 -1.14
H 2.99 2.23 -1.12
H 3.65 1.59 -2.64
H 2.42 0.67 -1.65
C -3.42 -0.82 2.85
O -2.90 -1.82 1.99
C -2.16 -2.83 2.64
C -1.58 -3.83 1.64
N -0.77 -3.12 0.65
C -0.45 -4.01 -0.45
C 0.21 -3.30 -1.59
O -0.58 -2.32 -2.23
C 0.18 -1.77 -3.28
H -4.06 -1.16 3.67
H -3.98 -0.17 2.18
H -2.62 -0.26 3.34
H -2.85 -3.40 3.26
H -1.31 -2.46 3.22
H -2.36 -4.34 1.08
H -0.97 -4.56 2.17
H 0.12 -2.80 1.04
H -1.31 -4.55 -0.88
H 0.18 -4.88 -0.19
H 0.51 -4.05 -2.33
H 1.17 -2.90 -1.23
H 0.27 -2.45 -4.14
H 1.18 -1.45 -3.01
H -0.34 -0.92 -3.71
C -2.84 -3.33 -3.79
O -3.19 -2.04 -3.35
C -3.07 -0.99 -4.30
C -3.74 0.26 -3.79
N -3.03 0.78 -2.63
C -3.72 1.87 -1.97
C -5.08 1.49 -1.44
O -5.06 0.24 -0.81
C -6.30 -0.23 -0.26
H -1.78 -3.39 -4.05
H -3.43 -3.65 -4.65
H -3.07 -4.05 -3.01
H -3.56 -1.32 -5.22
H -2.00 -0.84 -4.49
H -4.76 -0.04 -3.56
H -3.84 0.99 -4.60
H -2.15 1.16 -3.04
H -3.87 2.75 -2.61
H -3.07 2.33 -1.23
H -5.83 1.50 -2.24
H -5.28 2.31 -0.75
H -6.57 0.32 0.64
H -6.13 -1.29 -0.13
H -7.09 -0.13 -1.01
C 3.45 0.20 7.11
O 3.32 1.32 6.29
C 2.19 1.33 5.46
C 2.36 2.36 4.34
N 2.45 3.69 4.94
C 2.56 4.74 3.93
C 1.48 4.73 2.89
O 1.86 5.70 1.91
C 0.85 5.97 0.98
H 4.40 0.11 7.64
H 3.54 -0.68 6.46
H 2.64 0.09 7.84
H 1.30 1.47 6.09
H 2.07 0.37 4.93
H 1.49 2.20 3.71
H 3.28 2.12 3.79
H 3.28 3.67 5.52
H 3.52 4.56 3.41
H 2.64 5.77 4.28
H 0.46 4.94 3.25
H 1.39 3.79 2.33
H 0.61 5.11 0.34
H 1.13 6.82 0.35
H -0.09 6.17 1.50
C 4.18 -7.02 2.32
O 3.76 -5.84 2.95
C 2.52 -5.37 2.48
C 2.29 -3.96 3.00
N 3.05 -3.02 2.20
C 3.13 -1.70 2.85
C 3.75 -0.66 1.94
O 5.07 -1.01 1.60
C 5.63 -0.11 0.65
H 4.70 -6.90 1.36
H 3.42 -7.79 2.19
H 5.04 -7.41 2.87
H 1.70 -6.00 2.86
H 2.50 -5.36 1.38
H 2.64 -3.95 4.04
H 1.23 -3.71 3.06
H 3.94 -3.44 1.96
H 3.75 -1.91 3.73
H 2.16 -1.32 3.19
H 3.81 0.32 2.43
H 3.16 -0.55 1.02
H 5.85 0.83 1.17
H 4.92 -0.01 -0.17
H 6.58 -0.51 0.32
```

(4)
The following is a DFT calculation (ωB97M-V with the def2-TZVPD basis set) of a cluster of 12 separate species, C6H37NO11 in total at a distorted geometry.

Results
Maximum force   3.356 eV Å⁻¹
HOMO level   -9.8 eV
Structure (SMILES)   CC[C@@H](C)[C@H](C)N.O.O.O.O.O.O.O.O.O.O.O
Net charge   0
Energy   -30837.667 eV
Multiplicity   1

Structure (XYZ):
```
55
C6H37NO11 (ωB97M-V with the def2-TZVPD basis set)
C 1.64 1.63 -3.09
C 0.91 0.75 -2.09
C -0.60 0.61 -2.39
C -0.82 -0.36 -3.55
C -1.36 0.25 -1.11
C -0.97 -1.12 -0.56
N -2.84 0.25 -1.31
H 2.70 1.57 -2.94
H 1.27 2.65 -3.08
H 1.49 1.33 -4.14
H 1.04 1.12 -1.07
H 1.42 -0.25 -2.10
H -0.93 1.62 -2.78
H -1.90 -0.43 -3.83
H -0.30 0.03 -4.48
H -0.49 -1.34 -3.30
H -1.18 1.01 -0.30
H -1.04 -1.96 -1.29
H 0.04 -1.12 -0.17
H -1.62 -1.39 0.27
H -3.11 1.09 -1.67
H -3.13 -0.56 -1.84
O 3.17 0.01 0.54
H 3.01 -0.75 -0.07
H 4.06 -0.19 0.89
O 2.74 2.61 -0.04
H 3.00 1.64 0.11
H 2.64 2.74 -0.95
O -3.72 0.09 1.51
H -3.58 0.08 0.52
H -3.22 0.86 1.77
O -2.35 -1.65 2.82
H -2.95 -2.29 3.27
H -2.94 -0.93 2.26
O 0.56 2.61 1.53
H 0.69 3.32 2.13
H 1.33 2.71 0.83
O 0.97 -3.55 0.04
H 0.60 -3.05 0.77
H 1.32 -4.33 0.47
O -2.11 2.01 2.43
H -1.39 2.25 1.82
H -1.71 1.44 3.12
O 1.33 0.23 2.48
H 0.99 1.08 2.18
H 2.06 -0.04 1.84
O 0.20 -2.19 2.23
H -0.72 -2.12 2.40
H 0.61 -1.32 2.29
O 2.85 -2.06 -1.11
H 2.17 -2.64 -0.70
H 2.57 -1.96 -2.02
O -0.89 0.25 4.03
H -0.04 0.19 3.65
H -1.47 -0.44 3.74
```

(5)
The following is a DFT calculation (ωB97M-V with the def2-TZVPD basis set) of an isolated molecule of C6H11NO at a distorted geometry.

Results
Maximum force   3.030 eV Å⁻¹
HOMO level   -9.4 eV
Structure (SMILES)   C=CCCNC(C)=O
Net charge   0
Energy   -9936.606 eV
Multiplicity   1

Structure (XYZ):
```
19
C6H11NO (ωB97M-V with the def2-TZVPD basis set)
C -2.39 1.08 -2.35
C -1.93 0.24 -1.40
C -0.51 -0.23 -1.15
C 0.11 0.44 0.09
N -0.08 -0.43 1.32
C 1.10 -0.94 2.01
C 2.49 -0.47 1.60
O 0.98 -1.65 2.97
H -3.51 1.24 -2.54
H -1.82 1.68 -3.10
H -2.66 -0.18 -0.73
H -0.51 -1.34 -1.01
H 0.13 0.15 -2.02
H 1.29 0.57 -0.12
H -0.35 1.43 0.26
H -1.02 -0.72 1.60
H 2.67 0.67 1.49
H 3.19 -0.62 2.41
H 2.81 -0.92 0.65
```

(6)
The following is a DFT calculation (ωB97M-V with the def2-TZVPD basis set) of a cluster of 5 separate species, H12NO4 in total at a distorted geometry.

Results
Maximum force   5.684 eV Å⁻¹
HOMO level   -14.8 eV
Net charge   +1
Energy   -9868.160 eV
Multiplicity   1

Structure (XYZ):
```
17
H12NO4 (ωB97M-V with the def2-TZVPD basis set)
N -0.19 -0.33 1.22
H -0.93 -0.05 0.54
H 0.28 0.66 1.30
H 0.67 -0.83 1.15
H -0.81 -0.58 2.02
H -2.87 2.09 -3.36
H -2.94 3.08 -2.58
O -3.02 2.18 -2.42
H 3.23 0.47 2.28
H 3.51 0.78 0.86
O 2.83 0.28 1.39
H 2.70 -2.20 0.89
H 1.76 -3.31 0.67
O 1.75 -2.40 1.09
H -1.78 -0.57 -2.18
H -2.38 0.73 -1.57
O -1.81 -0.01 -1.31
```

What did the sixth record say?
The following is a DFT calculation (ωB97M-V with the def2-TZVPD basis set) of a cluster of 5 separate species, H12NO4 in total at a distorted geometry.

Results
Maximum force   5.684 eV Å⁻¹
HOMO level   -14.8 eV
Net charge   +1
Energy   -9868.160 eV
Multiplicity   1

Structure (XYZ):
```
17
H12NO4 (ωB97M-V with the def2-TZVPD basis set)
N -0.19 -0.33 1.22
H -0.93 -0.05 0.54
H 0.28 0.66 1.30
H 0.67 -0.83 1.15
H -0.81 -0.58 2.02
H -2.87 2.09 -3.36
H -2.94 3.08 -2.58
O -3.02 2.18 -2.42
H 3.23 0.47 2.28
H 3.51 0.78 0.86
O 2.83 0.28 1.39
H 2.70 -2.20 0.89
H 1.76 -3.31 0.67
O 1.75 -2.40 1.09
H -1.78 -0.57 -2.18
H -2.38 0.73 -1.57
O -1.81 -0.01 -1.31
```

What is the formula in the fourth record?
C6H37NO11